No. 1
27
Properties=species:S:1:pos:R:3:forces:R:3 method="wB97M-V/def2-TZVPD" relative_energy_kj_mol=131.2 lumo_ev="-3.22 / -7.48" energy_ha=-3126.6946 homo_ev="-10.0 / -13.3" charge=+1 multiplicity=3 orbital_gap_ev="6.80 / 5.86"
C -1.269762 1.262048 3.385446 -0.5874 -0.4393 -1.9485
C -0.136214 1.103498 4.126383 2.0047 0.0598 -1.1373
C 1.148676 0.628981 2.117417 -1.5463 -0.3478 -1.9140
C -1.216332 1.023669 1.958261 -3.1862 -0.2055 -0.9152
C -0.022787 0.631120 1.381345 -0.8374 0.1526 -1.5966
C 1.113248 0.829697 3.515276 -0.9133 0.5065 3.5145
C 1.126637 -1.588329 -0.353410 2.0949 0.7098 -1.6300
C 1.506347 0.600566 -1.390531 -1.3862 -0.1235 -2.4206
C -2.576946 0.026641 -1.109862 -0.5826 4.5754 0.6137
C 0.475734 -0.345547 -0.941361 -0.9806 -1.0920 -0.1923
N -2.279572 0.945956 1.030848 1.4815 1.6202 6.4394
N -1.747441 0.562485 -0.040597 2.5463 -1.3676 -3.7143
N -0.377111 0.371719 0.032497 0.4119 -0.5445 1.3703
Br 2.732625 0.604386 4.526378 -1.4228 0.2219 -0.9546
H -2.248010 1.379287 3.777564 -0.5226 0.3350 0.7172
H -0.263984 1.280408 5.142281 0.3902 0.0164 1.7865
H 2.017027 0.422601 1.622006 2.3820 -0.4641 -0.9073
H 2.013891 -1.322012 0.154797 1.0458 0.5619 1.0120
H 1.597539 -2.241249 -1.143898 -1.3545 0.3655 0.6216
H 0.508769 -2.013331 0.345792 -1.5580 -1.8040 1.2656
H 1.860097 1.004117 -0.537678 1.9747 1.5451 2.5034
H 1.252123 1.375628 -2.079094 -0.9769 0.7404 -0.1666
H 2.193819 0.073306 -1.953973 2.0077 -1.1859 -0.6448
H -2.476051 0.678196 -1.989226 -0.0489 -0.3922 0.0730
H -2.281855 -0.910286 -1.280833 0.6171 -3.8532 -0.8720
H -3.560751 0.171880 -0.676193 -0.2457 -0.5352 -0.4051
H -0.107359 -0.836232 -1.707326 -0.8076 0.9444 -0.4979

No. 2
40
Properties=species:S:1:pos:R:3:forces:R:3 method="wB97M-V/def2-TZVPD" relative_energy_kj_mol=155.4 lumo_ev=-3.91 energy_ha=-10925.9061 homo_ev=-12.4 charge=+1 orbital_gap_ev=8.48
Hf 1.638207 0.222443 -1.018212 -0.6452 -2.1256 0.7994
S -0.450228 -0.491115 1.030584 0.3265 -0.8369 -0.0207
C 0.121569 -0.341446 2.716743 -0.0789 -0.0062 -0.0575
C 0.868646 0.783068 3.048896 0.0058 -0.0197 -0.0014
C 1.272650 0.955113 4.363697 -0.0064 0.0042 0.0241
C 0.943617 0.008457 5.323758 0.0144 0.0209 -0.0112
C 0.176783 -1.097524 4.984051 -0.0448 -0.0537 0.0141
C -0.256721 -1.269526 3.680046 -0.0061 0.0817 -0.0314
H 1.120553 1.514426 2.292479 0.0078 0.0106 0.0020
H 1.846200 1.830061 4.637822 0.0134 -0.0051 -0.0155
H 1.277320 0.138961 6.344246 -0.0133 0.0042 0.0037
H -0.096096 -1.825081 5.736531 -0.0019 0.0166 0.0065
H -0.889528 -2.106445 3.415112 0.0190 -0.0331 0.0316
O 1.142149 1.737193 -2.695764 -0.0818 0.0014 -0.3768
Se 1.560989 2.670262 -1.409598 -0.1812 3.2366 -0.5751
O 1.531772 4.228856 -1.518553 0.0250 0.8046 0.0274
O 0.603249 1.883802 -0.288771 -0.7638 0.4510 0.6939
O 2.918780 1.839836 -0.961460 1.2351 0.8810 0.1208
Cl 5.740848 0.746949 -0.770928 0.2081 0.3695 -0.0182
Ge 4.519956 -0.980126 -1.003088 1.7579 -1.3372 0.1218
Cl 3.149662 -0.319232 -2.892734 0.3931 -0.1782 -0.5094
Cl 2.901208 -0.466573 0.895830 0.8270 -0.1234 0.8143
Cl 1.685797 -2.521253 -1.248386 -0.3017 -0.7298 0.2924
Ge 0.273989 -2.557983 0.453557 -0.1947 -0.1096 0.4388
Cl 1.346502 -3.637900 1.925668 -0.1754 0.1577 -0.1180
Cl -1.378464 -3.696312 -0.236685 0.0712 0.0692 -0.0462
O -0.079507 -0.444163 -1.744403 -1.8217 -0.1818 -1.3899
S -0.768606 0.079441 -3.061957 -0.7818 -0.4548 -0.1640
C -2.176430 -1.068574 -3.160911 0.0750 0.0491 0.0775
C -3.296563 -0.443835 -2.341781 -0.0459 0.0972 0.0005
C -3.260835 1.037146 -2.706403 -0.0061 -0.1297 0.0186
C -1.810586 1.470128 -2.521499 -0.0564 0.0999 -0.1111
H -1.827666 -2.036648 -2.804479 0.0649 -0.0089 -0.0679
H -2.434371 -1.143181 -4.218545 0.0282 0.0189 -0.0145
H -3.097854 -0.575710 -1.275185 -0.0182 -0.0222 -0.0001
H -4.258198 -0.903240 -2.565419 0.0296 -0.0427 -0.0156
H -3.923514 1.639601 -2.087096 0.0392 0.0236 0.0196
H -3.565362 1.171447 -3.746263 -0.0290 0.0245 0.0127
H -1.553791 1.624125 -1.473403 0.0674 -0.0148 0.0077
H -1.516126 2.344554 -3.097494 0.0456 -0.0091 0.0172

No. 3
28
Properties=species:S:1:pos:R:3:forces:R:3 method="wB97M-V/def2-TZVPD" relative_energy_kj_mol=0.0 lumo_ev="-8.56 / -11.37" energy_ha=-2547.9746 homo_ev="-17.1 / -17.2" charge=+2 multiplicity=4 orbital_gap_ev="8.50 / 5.87"
Cl -1.689236 -1.880195 0.230355 0.7595 0.8271 0.2284
C 1.494458 -2.306802 -1.457710 -0.2718 0.7911 -1.5611
C 2.197233 -1.080338 -1.127561 -0.0984 -0.3831 -0.5293
C 1.318388 0.028891 -1.428530 -0.5550 -0.1365 -1.1192
H 3.237855 -0.995062 -0.811985 -0.3969 -0.1166 0.0494
C 0.094347 -0.492270 -1.988221 1.3050 0.1516 -0.1068
C 0.220897 -1.934940 -2.020301 1.1411 0.1874 0.1644
H -0.545330 -2.594535 -2.415500 0.1588 -0.0277 0.3360
H 1.891824 -3.312954 -1.375459 -0.1358 0.1817 0.0751
H 1.529862 1.100275 -1.359640 0.1313 -0.5977 0.0572
C -1.059964 0.342929 -2.435954 -0.3722 0.0165 0.2873
Mn 0.498752 -1.221672 -0.005382 -2.0263 -1.3267 0.3519
C 1.535702 -0.321873 1.206090 4.7863 3.2551 2.8386
C 0.805566 -2.450312 1.436296 -2.0414 -2.5068 5.1482
O 2.406998 0.111358 1.854588 -3.6024 -1.5798 -2.2636
O 0.548742 -2.778331 2.521777 1.6755 0.8867 -4.5063
H -1.050182 1.323839 -1.941935 0.0196 -0.2399 -0.1158
H -2.011859 -0.152146 -2.218455 0.1672 0.0708 -0.0343
H -1.037766 0.537666 -3.513630 0.2370 -0.1816 0.0886
C -2.115825 1.524143 2.772951 -0.4539 -0.3086 -0.1603
S -0.859405 0.961008 1.632426 -0.5565 0.6568 0.8389
C -0.177040 2.465116 0.965580 -0.2182 0.0788 -0.4390
H -2.624522 0.629078 3.157899 0.2263 0.2186 -0.1241
H -2.842462 2.149648 2.235158 0.2291 0.0094 0.1759
H -1.648714 2.070342 3.605155 0.0265 0.0099 -0.2589
H -1.006165 3.111248 0.645454 0.2762 0.0149 0.1933
H 0.436626 2.948027 1.738182 -0.1848 0.0111 -0.0327
H 0.451222 2.217874 0.098352 -0.2258 0.0375 0.4182

No. 4
27
Properties=species:S:1:pos:R:3:forces:R:3 method="wB97M-V/def2-TZVPD" relative_energy_kj_mol=98.8 lumo_ev=2.46 energy_ha=-891.7240 homo_ev=-4.1 charge=-1 orbital_gap_ev=6.54
C 3.971533 2.642038 -1.135042 0.3737 -0.0078 -0.8136
C 3.675152 1.547229 -0.522018 1.1355 0.9822 0.8440
C 0.057894 2.283932 0.387520 1.3477 1.6408 -1.8303
C -2.629967 -1.914356 0.288899 -1.7329 -2.8656 -0.0073
C -1.167451 -2.397786 0.283917 -1.1190 1.0171 2.6138
C -2.763046 -0.824416 -0.775766 1.2059 0.6136 1.0346
C -0.279748 -1.334657 0.850332 0.1139 1.1167 1.9245
C -1.878542 0.371500 -0.212686 -1.9848 0.3234 0.6241
C -0.562645 0.077903 0.435938 0.3700 -1.6116 -2.6451
C 3.581143 0.568988 0.303815 -2.3291 -2.0030 0.2219
N 0.400625 0.874290 0.375427 0.3456 0.4096 1.7204
O 0.104959 2.797121 1.507205 -0.4750 -0.1511 0.6236
O -0.052129 2.848960 -0.734267 -0.3961 -0.5484 0.3694
I 4.623180 -1.223561 -0.064656 0.3594 -0.0830 0.0003
H 3.606885 2.792867 -2.103938 -0.9813 0.0899 -1.3839
H -3.371319 -2.842674 0.164540 1.4518 1.7910 -0.2690
H -2.904871 -1.596698 1.302599 0.1534 0.4621 -0.1916
H -0.919537 -3.261088 0.879389 -0.5906 -0.7965 -0.0127
H -0.864566 -2.534181 -0.682201 0.6787 -0.7514 -2.7171
H -2.434176 -1.238748 -1.730032 0.3827 0.1357 -0.0410
H -3.751960 -0.416999 -0.983176 -0.1938 -0.1977 0.4187
H -0.258420 -1.259524 1.989444 -0.3763 -0.5774 -1.1245
H 0.732287 -1.530779 0.593355 1.1026 -0.1644 -0.2138
H -1.762247 1.201052 -0.932774 -0.0707 -0.3222 0.4998
H -2.470414 0.699115 0.675976 -0.1827 0.3956 -0.7598
H 4.721331 3.380397 -0.942379 0.2410 0.1526 1.1394
H 2.596062 0.290069 0.780570 1.1703 0.9499 -0.0246